1.
Here is a molecular structure, C11H10KN5OS3 from the Open Molecules 2025 dataset. Energies are from ωB97M-V/def2-TZVPD.

Values from the calculation:
Largest force on an atom ... 3.87 eV/Å
E ... -2568.67611 Eh
Spin multiplicity ... 2
Total charge ... -1
Highest occupied orbital energy (spin up / spin down) ... -0.757 / -3.172 eV
Lowest unoccupied orbital energy (spin up / spin down) ... 2.353 / 2.294 eV

Last column: Mulliken spin population.
Geometry (Å):
K: 10.43934 6.43097 8.40318  0.01
N: 13.91210 5.86682 6.80784  0.00
C: 14.07443 6.31400 8.04491  -0.01
N: 13.09682 6.90312 8.78142  0.02
C: 13.58869 7.03924 10.05808  0.01
C: 14.95322 6.84930 10.22087  0.30
S: 15.62897 6.08027 8.84485  0.09
C: 12.81487 7.13351 11.21503  0.06
C: 13.34931 6.91113 12.48671  0.36
S: 12.12239 6.77179 13.65736  0.10
C: 10.91050 7.18423 12.39716  0.01
N: 11.40063 7.23064 11.16012  0.00
N: 9.58216 7.15948 12.75462  0.00
H: 13.03899 6.14284 6.35006  0.00
H: 14.67251 5.78658 6.18201  0.01
H: 15.48030 7.09076 11.14332  0.02
H: 14.45405 6.79452 12.74756  0.03
H: 9.32403 6.54689 13.51304  0.00
H: 8.82710 7.16318 12.04222  0.01
O: 8.65722 4.69719 7.45604  0.00
N: 7.52242 5.03247 6.91310  0.00
C: 6.51032 4.10124 7.00446  0.00
C: 5.21766 4.40224 6.52630  0.00
C: 5.04090 5.58380 5.80791  0.00
C: 6.16610 6.43170 5.52415  0.00
C: 7.44862 6.19435 6.10630  0.00
S: 8.85333 6.99738 5.68061  0.00
H: 6.87988 3.19038 7.52300  0.00
H: 4.29120 3.85696 6.78083  0.00
H: 4.04301 5.87717 5.43896  0.00
H: 5.93844 7.32421 4.91104  0.00

***

2.
Here is C30H58N2O3 in the gas phase from the Open Molecules 2025 dataset. Energies are from ωB97M-V/def2-TZVPD.

Values from the calculation:
Largest force on an atom ... 1.04 eV/Å
E ... -1513.07496 Eh
Spin multiplicity ... 1
Total charge ... 0
Highest occupied orbital energy ... -9.336 eV
Lowest unoccupied orbital energy ... 0.632 eV

Last column: Löwdin charge in e.
Geometry (Å):
C: 1.64929 -1.51681 1.76050  -0.12
C: 1.88428 -1.63019 3.26157  -0.25
C: 2.90281 -0.62415 3.84201  -0.20
C: 4.15583 -1.29938 4.41037  -0.20
C: 5.48703 -1.01188 3.68034  -0.19
C: 5.43818 -0.94542 2.12928  -0.19
C: 5.76882 0.47654 1.61476  -0.20
C: 5.21922 0.90760 0.23912  -0.21
C: 5.81961 0.14652 -0.95962  -0.20
C: 5.13319 -1.20539 -1.23807  -0.20
C: 4.93317 -1.52619 -2.74907  -0.20
C: 3.45497 -1.61219 -3.17438  -0.21
C: 2.70458 -0.28830 -2.96072  -0.21
C: 1.32835 -0.26547 -3.66366  -0.21
C: 0.22423 -0.92561 -2.84133  -0.21
C: -1.12746 -0.92032 -3.59062  -0.18
C: -2.07692 0.19374 -3.12061  -0.19
C: -2.66441 -0.07355 -1.73078  -0.10
C: -3.72080 0.95929 -1.22235  -0.27
C: -5.09018 0.22547 -1.03328  -0.13
O: -5.53609 0.16615 0.30256  -0.16
C: -6.87670 -0.27759 0.40204  -0.23
C: -7.12502 -0.82202 1.79191  -0.22
C: -6.38550 -2.14932 2.04023  -0.09
C: -4.04006 2.09696 -2.21844  -0.13
N: -4.58698 3.13211 -1.33576  0.11
C: -4.38904 2.84738 -0.00804  -0.45
O: -4.98457 3.33397 0.91359  0.10
C: -3.24848 1.79674 0.00628  -0.27
C: -3.12361 1.10990 1.36788  -0.10
C: -2.71176 2.03281 2.48839  -0.23
N: -1.83211 1.77216 3.35942  0.10
C: -1.97716 2.66255 -0.24602  -0.07
C: -0.60852 2.02551 -0.00890  -0.23
O: 0.14836 2.15180 -1.21782  -0.07
H: 1.80632 -0.48534 1.43877  0.06
H: 0.65926 -1.85122 1.47655  0.06
H: 2.37845 -2.12068 1.21872  0.06
H: 2.20647 -2.64618 3.49197  0.10
H: 0.92249 -1.49595 3.76247  0.10
H: 2.40657 -0.07868 4.64597  0.10
H: 3.15952 0.12864 3.09492  0.10
H: 4.00411 -2.37722 4.49069  0.10
H: 4.28996 -0.94261 5.43430  0.10
H: 5.87653 -0.06485 4.06153  0.10
H: 6.20137 -1.77819 3.98606  0.10
H: 4.47389 -1.27874 1.75103  0.08
H: 6.17348 -1.64850 1.73156  0.10
H: 5.35233 1.17294 2.34866  0.10
H: 6.85516 0.58893 1.62162  0.11
H: 5.46551 1.96786 0.12751  0.10
H: 4.12819 0.82765 0.21541  0.10
H: 5.72363 0.76787 -1.85344  0.10
H: 6.88921 0.01192 -0.78299  0.11
H: 4.19177 -1.24342 -0.69766  0.08
H: 5.74894 -2.00677 -0.82373  0.10
H: 5.41739 -2.48215 -2.94625  0.10
H: 5.39505 -0.73729 -3.34664  0.10
H: 3.34947 -1.92064 -4.21657  0.11
H: 2.98429 -2.38850 -2.56091  0.11
H: 2.52799 -0.12745 -1.89410  0.09
H: 3.30718 0.54577 -3.33004  0.11
H: 1.41052 -0.77497 -4.62664  0.11
H: 1.02031 0.77243 -3.81408  0.11
H: 0.50178 -1.94734 -2.57614  0.11
H: 0.13754 -0.33650 -1.93446  0.08
H: -0.91306 -0.74369 -4.64582  0.11
H: -1.60879 -1.89004 -3.45168  0.11
H: -1.52360 1.13379 -3.09115  0.10
H: -2.88673 0.25684 -3.85322  0.12
H: -1.82350 -0.08985 -1.03675  0.09
H: -3.07028 -1.08629 -1.71861  0.11
H: -5.04012 -0.79633 -1.42671  0.13
H: -5.86548 0.73648 -1.61957  0.13
H: -7.56237 0.54055 0.15036  0.13
H: -7.04885 -1.08638 -0.32240  0.12
H: -8.20004 -1.00354 1.85755  0.11
H: -6.86102 -0.07727 2.54196  0.11
H: -7.04518 -2.88608 2.49520  0.07
H: -5.99332 -2.56026 1.10954  0.07
H: -5.54273 -2.00372 2.71492  0.07
H: -3.15637 2.51248 -2.70202  0.10
H: -4.69795 1.81187 -3.03805  0.13
H: -5.42311 3.63724 -1.58293  0.15
H: -4.06297 0.65554 1.66142  0.11
H: -2.39481 0.29381 1.32878  0.11
H: -3.22077 2.99025 2.56845  0.11
H: -1.41257 0.85490 3.19281  0.04
H: -1.95084 3.03035 -1.26944  0.11
H: -2.04192 3.55518 0.37745  0.13
H: -0.08810 2.55988 0.79126  0.12
H: -0.65897 0.97968 0.29262  0.09
H: 0.98220 1.68037 -1.10880  0.07

***

- Number 1 is which compound?
  C11H10KN5OS3

***

- What is the largest force on an atom in the first record?
  3.87 eV/Å

***

- Which value of E does entry 2 give?
  -1513.07496 Eh